Entry from the Open Molecules 2025 dataset: 11 unconnected molecules or ions with the total composition C37H57N3O23 at a distorted geometry (ωB97M-V/def2-TZVPD).

**HOMO**: -10.4 eV
**Orbital gap**: 10.54 eV
**Total energy**: -3338.77813 Ha
**Strongest force on any atom**: 5.7 eV Å⁻¹

Structure (ORCA input):
```
! wB97M-V def2-TZVPD RIJCOSX def2/J DEFGRID3
* xyz 0 1
H -5.4673 -0.7482 2.7289
C -5.1383 -2.5035 -4.1777
C 1.2142 7.2099 -0.1313
O 3.1939 -4.4099 3.1606
C -3.5608 -1.5909 -2.7982
H 0.9313 -2.5261 -5.0015
H -0.1173 -2.0989 3.1851
H -1.8423 -2.2618 5.7519
C -0.2957 -2.0014 4.2559
C -1.7541 -3.8984 -5.5573
H 0.2621 -4.0242 -3.4600
H -4.2644 -2.4881 0.3978
O -3.5317 -2.9440 -2.6061
C -4.5081 -3.5801 -3.3651
C 5.1607 3.7433 -0.2294
H -4.0609 -4.2318 -4.1157
H 2.5223 -1.3622 -3.3521
O 3.1193 -3.0495 1.2703
H 3.0703 6.8465 0.6961
O 5.5942 4.3638 -1.3707
H -3.8169 4.8525 4.3879
O -0.8998 -2.9453 -5.8405
O 0.5519 6.1771 -0.7716
C -1.8189 -4.1522 4.5995
H -0.0625 -1.0056 4.6328
O 4.5801 4.7404 -3.3612
H -5.6844 4.0019 2.7450
C 2.0426 6.5127 0.8399
H -3.0640 -0.3206 2.3253
C 1.0854 0.7687 -5.2735
H -2.7807 -4.3576 5.0694
C -1.6677 3.5241 3.7698
H -6.1811 -2.3377 -3.9069
C -0.2157 3.5396 3.5128
H 5.4417 -3.4909 4.3247
O -1.1254 -4.8504 -4.7078
H 4.2795 1.8214 -0.4819
H -1.8131 -4.5226 3.5743
O 3.9819 -2.3497 3.2648
H -4.6935 2.7487 3.5030
H 3.4764 -3.2923 -2.0955
N -6.8675 -0.7241 -0.1338
H -3.5576 -2.5441 2.0058
C 4.1754 -2.6289 -2.6048
O -2.8614 -0.7700 -2.2125
H 1.0396 -3.6336 -6.3787
C -5.1185 -0.2760 1.8105
H 0.8565 1.4607 -0.4004
H -1.3002 0.4484 -0.1247
O 5.2220 -2.0408 -1.8688
H -3.8820 5.6268 2.8233
C -0.7734 -4.9377 5.2923
H 1.7032 6.7474 1.8488
H -1.1312 1.5675 1.2544
O -2.0928 2.6613 4.5191
C -0.5510 1.1603 -3.7607
O -2.3710 4.3168 2.9943
H 0.7396 2.4077 -2.5561
C 4.0418 2.8851 -0.4750
O -4.4881 -1.3722 -3.7268
C -4.6768 3.5918 2.8124
H -1.5466 1.5795 -3.9058
H -2.4672 -2.1346 4.1943
O -0.1518 0.4231 -4.9194
H 3.1528 2.9499 0.1523
C 3.5378 -4.3493 4.5050
O 0.6530 3.8527 -0.7497
O 3.9981 -0.3576 -2.4139
C -6.0913 -0.5023 0.7412
H -4.3720 3.2929 1.8094
H -5.2946 -4.0627 -2.7849
C 0.4170 2.2762 -3.5890
C 0.2079 -4.4300 -4.4702
H -5.1773 0.7319 2.2212
C -3.6948 4.6745 3.3195
C 4.6753 4.1594 -2.2960
O 1.6767 0.2089 -6.2028
H 0.0263 3.2142 -3.9834
O 1.8713 5.1077 0.6280
C 3.4207 -3.2723 2.4643
C 3.6113 -1.3421 -3.3102
H 4.0922 -5.2192 4.8573
H -1.0209 -0.1848 1.3462
H 1.0270 -5.1490 -4.4616
O 5.4781 -0.2665 -0.6409
H 0.2024 4.5324 3.6791
H -3.3178 0.0510 0.6186
C -0.7172 0.6859 0.7651
H 1.8612 7.7398 -0.8304
C -3.4735 -2.0765 1.0248
C -1.6451 -2.6027 4.7356
H 4.5633 -2.6613 5.4219
H 0.5501 -2.5150 4.7130
H 0.5561 7.9811 0.2692
N 0.7424 -2.0099 -1.6172
H 5.8998 3.0876 0.2308
C 1.4693 -0.5181 0.4098
N -0.0021 -5.5594 5.8553
H 0.0222 3.2648 2.4851
O 3.7282 3.3457 -1.7492
C 0.7734 0.8493 0.4982
H 4.6119 -3.2997 -3.3449
H 1.3811 1.3435 1.2562
H -2.5917 -2.3675 0.4539
C 4.4302 -3.0993 4.4327
H 3.9797 -1.0355 -4.2892
C 0.4372 -3.3506 -5.5155
C -3.6596 -0.5694 1.4470
O 1.5173 1.8100 -4.4820
C 4.9434 -0.8119 -1.6165
H 2.5440 -0.5270 0.2280
H 1.3627 -1.0787 1.3385
H 0.3570 2.9679 4.2430
H -0.5116 0.4923 -2.9002
H -4.9810 -2.6222 -5.2497
C 1.0550 -1.3516 -0.7147
H 4.9563 4.5408 0.4850
H 2.6162 -4.2831 5.0832
C 0.9841 4.9465 -0.3865
O -2.9227 -3.9525 -5.9992
*
```